{
  "formula": "C31H62O41S5",
  "method": "wB97M-V/def2-TZVPD",
  "homo_lumo_gap_ev": 9.76,
  "e_homo_ev": -10.04,
  "total_charge": 0,
  "symbols": ["C", "C", "O", "S", "O", "O", "O", "H", "H", "H", "H", "C", "C", "O", "S", "O", "O", "O", "H", "H", "H", "H", "C", "C", "O", "S", "O", "O", "O", "H", "H", "H", "H", "C", "C", "O", "S", "O", "O", "O", "H", "H", "H", "H", "C", "C", "O", "S", "O", "O", "O", "H", "H", "H", "H", "C", "O", "C", "O", "O", "C", "H", "H", "H", "H", "H", "H", "C", "O", "C", "O", "O", "C", "H", "H", "H", "H", "H", "H", "C", "O", "C", "O", "O", "C", "H", "H", "H", "H", "H", "H", "C", "O", "C", "O", "O", "C", "H", "H", "H", "H", "H", "H", "C", "O", "C", "O", "O", "C", "H", "H", "H", "H", "H", "H", "C", "O", "C", "O", "O", "C", "H", "H", "H", "H", "H", "H", "C", "O", "C", "O", "O", "C", "H", "H", "H", "H", "H", "H"],
  "xyz": [[2.77896, 3.95110, -5.64936], [2.21998, 3.34085, -4.38197], [0.95398, 4.03927, -4.20004], [0.26805, 4.08074, -5.68067], [-0.58450, 5.19746, -5.74968], [-0.25138, 2.79748, -5.97737], [1.62605, 4.40413, -6.49515], [3.43188, 3.25971, -6.20497], [3.38755, 4.80338, -5.38375], [2.91900, 3.47172, -3.57414], [1.95094, 2.29626, -4.43123], [5.52877, 2.54521, 5.24727], [6.09615, 1.07536, 4.97323], [4.82014, 0.30510, 5.05737], [3.47299, 1.28485, 5.07807], [2.97633, 1.37687, 6.40834], [2.63345, 0.89260, 4.02054], [4.22398, 2.55800, 4.67105], [6.13530, 3.32389, 4.82171], [5.47357, 2.70823, 6.34954], [6.75102, 0.79479, 5.77579], [6.61351, 0.90366, 4.02441], [-4.59108, -3.21246, 0.15949], [-3.48440, -2.26346, 0.71815], [-2.49912, -1.99664, -0.39158], [-3.25053, -2.33860, -1.81315], [-2.28516, -3.01840, -2.62816], [-3.97244, -1.22704, -2.36616], [-4.25532, -3.45543, -1.20984], [-5.55316, -2.68833, 0.18608], [-4.60772, -4.16234, 0.67728], [-2.87195, -2.73055, 1.51046], [-3.84167, -1.29550, 1.07083], [-0.91533, -1.51403, -5.00782], [-2.07931, -0.59173, -5.29575], [-2.44216, -0.79509, -6.69768], [-2.21420, -2.38704, -7.04645], [-1.77063, -2.48331, -8.39674], [-3.27997, -3.22989, -6.61610], [-0.93338, -2.62740, -6.02497], [-1.01116, -1.96027, -4.01476], [0.09860, -1.07301, -5.02780], [-1.74605, 0.45090, -5.16030], [-2.97534, -0.84351, -4.71489], [0.46980, -3.70219, -0.07060], [-0.56173, -4.85731, 0.03232], [-0.04940, -6.03141, -0.70919], [1.18470, -5.49180, -1.65510], [0.78994, -4.88028, -2.88945], [2.24765, -6.44828, -1.58830], [1.64744, -4.29343, -0.63660], [0.61326, -3.44893, 0.95388], [0.07692, -2.93193, -0.72911], [-1.55831, -4.62527, -0.38050], [-0.74101, -5.25891, 1.03884], [1.13964, 3.78593, 2.58857], [0.02716, 4.67162, 2.71479], [-0.92674, 4.27648, 3.51549], [-0.93271, 3.28215, 4.18678], [-1.96362, 5.10777, 3.53372], [-2.08076, 6.23959, 2.62070], [0.80986, 2.79077, 2.32464], [1.65034, 3.73248, 3.55687], [1.67560, 4.32567, 1.81705], [-1.19412, 6.87397, 2.73626], [-3.05835, 6.67886, 2.79228], [-1.96277, 5.93499, 1.59342], [-1.25864, -6.13078, 3.71028], [-0.54147, -5.13465, 4.43570], [-0.28342, -4.01374, 3.80730], [-0.86404, -3.59526, 2.77561], [0.56647, -3.28644, 4.49083], [0.96459, -2.02369, 3.88385], [-2.25041, -5.76140, 3.45717], [-1.40744, -6.82827, 4.54976], [-0.67011, -6.42607, 2.86597], [1.12130, -2.17184, 2.82406], [1.85105, -1.71857, 4.46493], [0.22163, -1.21923, 4.06602], [-0.03298, 1.05198, -2.24816], [-0.49121, 1.47158, -0.95478], [-0.29540, 0.67003, 0.05794], [0.45128, -0.31346, 0.03554], [-0.99452, 1.14506, 1.12764], [-0.72415, 0.44571, 2.32506], [-0.51412, 0.11107, -2.50474], [1.06704, 0.91550, -2.26004], [-0.32818, 1.81290, -2.95545], [0.35353, 0.47543, 2.53763], [-0.91815, -0.59623, 2.17535], [-1.29072, 1.03863, 3.01006], [-4.93176, -4.68854, 5.73177], [-4.11645, -3.56538, 5.39720], [-4.12782, -3.18357, 4.15088], [-4.67972, -3.84559, 3.28473], [-3.55951, -2.05593, 3.95875], [-2.98734, -1.27317, 5.01971], [-4.51218, -4.95526, 6.69566], [-4.94753, -5.50294, 5.00424], [-5.97867, -4.36709, 5.85349], [-2.71484, -0.39169, 4.42604], [-2.12264, -1.77629, 5.50264], [-3.82910, -0.98871, 5.66416], [-4.26975, 1.98484, 0.10240], [-3.52036, 2.12217, -1.11671], [-3.51985, 3.33480, -1.64145], [-4.10015, 4.31579, -1.15738], [-2.86022, 3.32451, -2.77820], [-2.81711, 4.59559, -3.38193], [-4.44417, 0.90347, 0.24909], [-5.21952, 2.52492, 0.00063], [-3.69417, 2.25616, 0.99676], [-2.22599, 4.51430, -4.27270], [-2.38606, 5.38236, -2.76442], [-3.84905, 4.83981, -3.58182], [4.23260, 0.15693, -2.79668], [4.59591, -1.00620, -3.59028], [3.57443, -1.56216, -4.21233], [2.42876, -1.07391, -4.32097], [3.98477, -2.73791, -4.68775], [3.00356, -3.45276, -5.44657], [3.30583, 0.05606, -2.22507], [4.12203, 0.91905, -3.53897], [5.10873, 0.35532, -2.18301], [3.58019, -4.17183, -6.00378], [2.46941, -2.86609, -6.18436], [2.32158, -3.85312, -4.71005], [3.30836, 1.03266, 0.79543], [3.66084, 2.41145, 0.70632], [3.45498, 3.02274, -0.48345], [3.10798, 2.46364, -1.49504], [3.79117, 4.31239, -0.51518], [4.36405, 5.00868, 0.64939], [3.88025, 0.43331, 0.11818], [2.22423, 0.95221, 0.60384], [3.49457, 0.78383, 1.81573], [5.27385, 4.61656, 1.12653], [3.56020, 5.09539, 1.36985], [4.58675, 5.98287, 0.23125]],
  "forces_ev_per_angstrom": [[-0.04, -0.30, -0.89], [-0.85, -0.10, -0.47], [0.10, 0.23, -0.70], [1.25, 0.25, 0.92], [-0.28, 0.75, -0.08], [0.25, -0.53, -0.23], [0.46, -0.98, 1.42], [-0.61, 0.15, -0.04], [-0.23, 0.58, -0.23], [-0.28, 0.36, 0.59], [0.27, -0.48, -0.34], [1.29, -1.22, 0.82], [-2.42, 1.23, 0.39], [0.15, 0.87, -0.11], [1.33, -2.17, 1.22], [0.23, -0.07, -0.36], [-0.72, -0.22, -0.66], [0.78, 1.64, -0.51], [-0.04, 0.29, -0.41], [-0.15, -0.16, -0.79], [0.08, -0.34, 0.46], [-0.58, 0.14, -0.04], [0.31, 1.27, 0.03], [1.40, -0.19, -0.10], [-2.20, -0.45, -0.50], [0.71, -0.74, 0.39], [-0.73, 0.48, 0.62], [0.43, -0.69, 0.93], [0.69, 0.62, -0.63], [0.09, -0.39, 0.15], [-0.11, -0.01, 0.03], [-0.41, 0.20, -0.45], [-0.17, -0.18, -0.13], [1.08, -1.38, -0.06], [-0.34, 0.16, -0.50], [0.49, -1.41, 0.17], [1.51, 0.33, 0.70], [-0.08, 0.26, 0.41], [-0.06, 0.66, 0.18], [-1.49, 1.75, -0.05], [-0.13, -0.14, -0.36], [-0.63, -0.02, -0.53], [-0.54, -0.35, -0.23], [0.38, 0.24, 0.11], [-1.06, -1.43, -0.68], [-1.07, -1.29, -0.34], [1.12, 1.64, -1.20], [1.11, 0.32, 1.57], [-0.32, -0.75, 0.83], [-1.01, 0.30, -0.51], [-0.62, -0.60, -0.31], [0.67, 0.93, 0.35], [0.20, 0.31, 0.31], [0.56, 0.20, -0.03], [0.41, 0.47, -0.31], [-0.06, 0.63, 0.44], [0.20, 0.39, -0.53], [-1.33, 0.17, 0.43], [0.35, -0.48, 0.14], [-0.70, 0.58, -0.27], [1.40, -0.65, 0.13], [0.02, -0.13, -0.33], [0.19, 0.04, -0.36], [0.62, -0.66, -0.04], [-0.60, 0.42, 0.55], [0.30, 0.13, 0.17], [-0.49, -0.56, -0.41], [-0.94, 0.23, 1.82], [0.80, 0.50, 0.05], [-2.12, 2.01, -2.06], [1.30, -1.36, 1.95], [0.55, 0.40, 0.12], [-0.10, 0.35, 1.21], [0.06, 0.11, -0.46], [0.20, -0.59, -1.08], [0.05, -0.67, -0.32], [0.23, 0.20, -0.09], [-0.21, -0.33, -0.65], [0.13, -0.80, -0.18], [0.79, -0.54, 0.08], [-0.45, 0.67, -0.30], [0.92, -1.06, 0.12], [-1.50, 1.38, 0.59], [0.90, -0.31, -1.96], [1.13, 0.32, -0.41], [0.02, -0.11, -0.01], [-0.64, 0.10, 0.09], [-0.12, 0.28, 0.06], [-0.19, 0.33, 0.22], [-0.80, -0.67, 0.35], [-0.28, -0.38, 1.06], [-0.56, 0.03, 0.64], [0.22, -0.22, 1.22], [-1.80, -2.21, -0.96], [0.58, 0.81, -0.13], [1.07, 1.24, -1.18], [-0.42, 0.48, -0.63], [-0.28, -0.53, 0.03], [0.52, 0.27, 0.04], [0.40, 0.03, 0.00], [0.45, -0.08, 0.73], [-0.76, 0.38, -0.21], [0.68, -0.18, 0.38], [-0.20, -0.81, 0.16], [0.03, -0.40, 0.50], [-1.55, 1.55, 1.31], [1.16, -1.62, -0.77], [0.76, -0.56, 0.50], [-0.33, 0.75, -0.46], [-0.08, 0.44, -0.54], [0.38, -0.14, 0.32], [-0.04, 0.59, -0.46], [0.00, -0.18, -0.41], [0.01, -0.25, 0.32], [-0.15, 0.56, -0.44], [0.48, -0.40, -0.69], [-0.32, 0.14, 1.06], [-2.24, 0.24, -0.44], [2.68, -1.09, 0.25], [-0.20, 1.19, -0.28], [0.02, -0.13, 0.10], [0.33, -0.32, -0.18], [-0.26, 0.94, 0.00], [-0.18, -0.01, 0.09], [-0.02, -0.61, 0.16], [-0.04, 0.55, 0.19], [-0.36, -0.54, -0.29], [-1.40, 0.47, -0.11], [0.21, 1.61, -0.63], [0.88, -0.80, 0.08], [-0.32, 0.10, 0.50], [0.76, 0.01, 0.93], [-0.76, 0.00, -0.57], [0.25, -0.32, -0.44], [0.66, -0.33, -0.07], [0.19, -0.33, 0.56], [-0.42, -0.52, -0.60], [0.15, 0.10, 0.33], [0.03, 0.14, 0.10]],
  "lowdin_charge": [-0.11, -0.18, -0.20, 0.59, -0.22, -0.21, -0.19, 0.14, 0.12, 0.11, 0.11, -0.14, -0.08, -0.22, 0.57, -0.20, -0.22, -0.20, 0.12, 0.14, 0.11, 0.13, -0.14, -0.10, -0.23, 0.64, -0.23, -0.22, -0.19, 0.13, 0.12, 0.10, 0.11, -0.14, -0.15, -0.20, 0.65, -0.24, -0.23, -0.21, 0.09, 0.11, 0.13, 0.11, -0.15, -0.12, -0.20, 0.66, -0.22, -0.24, -0.19, 0.09, 0.11, 0.12, 0.09, 0.01, 0.00, -0.65, 0.13, 0.01, -0.01, 0.08, 0.11, 0.08, 0.09, 0.10, 0.08, 0.00, 0.02, -0.58, 0.05, 0.03, 0.00, 0.09, 0.11, 0.09, 0.09, 0.10, 0.09, 0.01, 0.02, -0.58, 0.09, -0.01, -0.06, 0.10, 0.09, 0.08, 0.08, 0.08, 0.08, -0.02, 0.00, -0.67, 0.10, 0.01, 0.02, 0.10, 0.10, 0.11, 0.09, 0.12, 0.11, -0.02, 0.01, -0.61, 0.08, 0.02, -0.03, 0.08, 0.10, 0.09, 0.06, 0.11, 0.10, -0.03, 0.02, -0.58, 0.07, 0.01, -0.01, 0.08, 0.08, 0.10, 0.09, 0.10, 0.08, 0.00, -0.02, -0.57, 0.11, 0.01, 0.00, 0.09, 0.09, 0.07, 0.10, 0.07, 0.09]
}